Entry from the Open Molecules 2025 dataset: a structure of composition C60H46AsBrGeNPRe in a non-equilibrium geometry (wB97M-V/def2-TZVPD).

Geometry as XYZ:
```
112
Properties=species:S:1:pos:R:3:forces:R:3
Re -0.2596 -1.1802 -0.8746 -0.36 -1.03 -2.03
C -2.8896 -4.6724 -1.6386 -0.42 0.02 0.26
C -2.5942 -4.0067 -2.8046 0.10 0.42 -1.96
C -2.4435 -2.6359 -2.8395 0.26 0.10 0.24
C -2.6205 -1.8797 -1.6691 0.08 -0.65 0.28
C -2.9535 -2.5854 -0.4925 -0.03 1.11 -0.36
C -3.1117 -3.9398 -0.4880 -0.27 -1.63 1.45
P -2.3649 -0.1254 -1.5183 0.04 0.27 -0.78
C -3.7430 0.7774 -0.7283 0.76 -0.36 -0.55
C -3.6512 2.1678 -0.8671 -1.10 0.18 -0.01
C -4.7239 2.9891 -0.4454 1.53 0.15 -0.78
C -5.7926 2.4076 0.2066 0.98 -0.67 -0.34
C -5.8441 1.0208 0.3720 0.32 -0.57 -0.10
C -4.8701 0.1619 -0.1586 -0.37 1.30 0.18
C -1.4892 0.4475 -2.9861 -2.17 0.70 0.96
C -1.8797 1.2106 -4.0752 3.48 -0.69 0.09
C -0.8145 1.3843 -5.0023 -1.28 0.49 -1.26
C 0.4747 0.8301 -4.8871 -1.22 0.17 0.61
C 0.7292 0.1495 -3.6831 2.55 -1.02 -2.06
C -0.2398 -0.0628 -2.7124 1.03 -0.25 0.29
H -3.0471 -5.7340 -1.6246 0.04 -0.34 -0.08
H -2.5696 -4.4739 -3.8016 0.18 -0.27 0.79
H -2.1885 -2.1572 -3.7599 -0.01 0.29 -0.50
H -3.1393 -1.9488 0.3337 -0.22 0.00 1.26
H -3.4222 -4.5157 0.4219 0.34 0.91 -0.77
H -2.8118 2.5792 -1.4029 0.01 0.21 0.10
H -4.6609 4.0783 -0.6712 -0.20 -1.01 0.39
H -6.5567 3.0495 0.5410 -1.00 0.40 0.52
H -6.6437 0.5616 0.9368 -0.26 0.10 -0.23
H -5.0799 -0.8932 -0.1819 0.31 -0.22 0.22
H -2.8043 1.7030 -4.0839 -1.19 0.46 -0.57
H -1.0857 1.9106 -5.9265 0.32 -0.02 0.39
H 1.2367 0.9276 -5.7147 -1.02 -0.11 1.20
H 1.7508 -0.3354 -3.7723 -1.28 0.50 1.14
Br -0.0009 -6.4460 2.1851 0.17 0.16 0.07
C 0.4391 -5.3172 0.7578 -0.61 0.55 0.50
C 1.1347 -5.8011 -0.3386 0.43 -1.31 0.32
C 1.1624 -5.0516 -1.4799 0.74 -0.83 -0.39
C 0.6307 -3.8075 -1.5222 -0.76 0.41 1.27
N 0.0889 -3.2461 -0.4159 0.10 -0.78 1.18
C -0.0518 -4.0081 0.7422 0.00 0.42 -1.36
H 1.6212 -6.8080 -0.3684 -0.68 0.96 0.35
H 1.6298 -5.5031 -2.3241 0.17 0.05 -0.73
H 0.5648 -3.2699 -2.4388 0.17 0.64 -0.65
H -0.6611 -3.5909 1.5708 0.76 -0.19 -0.69
C 4.6230 -0.0214 3.3200 -1.98 -0.85 -5.25
C 5.0121 0.6665 2.1228 -0.56 -1.17 1.61
C 4.2925 0.4458 0.9643 -0.03 1.11 0.01
C 3.1513 -0.3476 0.9645 -0.05 -0.34 -0.71
C 2.8732 -1.1470 2.0589 -0.52 -0.36 0.33
C 3.6116 -0.9887 3.2369 0.62 0.37 -0.90
As 2.2089 -0.3198 -0.7709 0.86 -0.27 -0.03
C 3.4808 -1.0042 -2.1139 -0.48 0.24 0.89
C 3.6845 -2.3307 -2.4376 0.78 0.81 -1.44
C 4.4179 -2.6264 -3.5918 0.65 0.77 -0.58
C 5.0018 -1.5681 -4.3323 -1.77 -0.48 1.31
C 4.7669 -0.2504 -3.9496 1.10 0.05 -0.10
C 4.0499 0.0778 -2.7993 -0.32 -1.53 -1.04
C 3.5778 1.3979 -2.4280 0.29 1.55 -1.17
C 4.0056 2.6212 -3.0614 0.36 -1.84 -0.47
C 3.4830 3.8111 -2.6383 0.06 0.62 -0.19
C 2.4869 3.8404 -1.6493 0.14 1.13 0.25
C 2.0394 2.6996 -1.0515 -0.04 -1.79 -0.03
C 2.5675 1.4235 -1.5074 -1.18 2.22 1.85
H 5.1116 0.1115 4.1712 2.15 0.61 3.54
H 5.8750 1.3162 2.1479 -0.05 0.10 -0.12
H 4.5438 1.0255 0.0824 0.12 -0.11 0.03
H 2.0730 -1.9047 2.0558 0.30 0.46 -0.13
H 3.4326 -1.6789 4.0372 -0.13 0.05 0.43
H 3.2654 -3.0897 -1.8528 -0.56 -1.09 0.73
H 4.5491 -3.6269 -4.0024 -0.08 0.06 0.52
H 5.4787 -1.7800 -5.2585 0.55 -0.10 -0.45
H 5.2414 0.4995 -4.5720 -0.21 0.23 0.13
H 4.6998 2.5140 -3.9399 -0.57 0.49 1.26
H 3.8406 4.7630 -3.0452 -0.19 -0.46 -0.03
H 2.0911 4.8219 -1.3226 0.27 -0.73 -0.21
H 1.2692 2.7999 -0.2662 0.95 -0.37 -0.60
C -0.3696 -0.1787 0.4702 0.39 0.95 2.14
Ge -0.5826 0.9170 2.1577 -0.31 0.00 0.22
C -0.9069 2.7022 1.4552 0.24 -1.09 -0.29
C -0.8160 3.0071 0.1030 -0.44 -0.18 -0.53
C -1.1833 4.2934 -0.3641 0.74 -1.04 1.38
C -1.6124 5.1864 0.6285 0.32 1.72 0.46
C -1.5983 4.9669 2.0188 0.23 -4.24 -1.41
C -1.2840 3.6108 2.3997 -0.14 2.38 1.37
C -2.2948 0.0928 2.6351 -0.61 0.23 1.66
C -3.3305 0.9740 3.0135 -1.10 -0.67 -0.58
C -4.6056 0.4877 3.4359 1.64 2.97 -0.05
C -4.8237 -0.8046 3.7028 0.44 -2.04 -0.17
C -3.8014 -1.6985 3.4310 2.24 0.66 -0.23
C -2.5001 -1.2649 2.9600 -2.42 -0.07 0.02
C 0.8705 0.9338 3.4903 -3.32 -2.55 -1.15
C 1.6801 1.9878 3.4069 1.45 1.04 0.49
C 2.6478 2.1403 4.3761 -0.37 -1.62 1.35
C 2.7630 1.1884 5.4209 -1.22 0.63 0.32
C 1.8004 0.1347 5.5378 1.39 0.14 0.16
C 0.8690 -0.0028 4.5221 0.84 -0.04 0.75
H -0.4757 2.1248 -0.4942 -0.51 1.33 -0.20
H -1.0186 4.6201 -1.3924 -0.36 -0.17 0.26
H -1.8548 6.2131 0.3480 -0.06 -0.29 -0.26
H -1.9498 5.6002 2.7785 -0.22 1.25 0.46
H -1.2640 3.2983 3.4782 -0.16 0.59 -1.00
H -3.2269 2.0595 2.9472 0.04 -0.39 -0.19
H -5.3330 1.2369 3.6767 -0.39 0.25 0.08
H -5.6957 -1.2276 4.1749 -0.41 0.38 -0.13
H -4.0162 -2.6936 3.7473 0.47 -0.85 -0.12
H -1.7112 -1.9875 2.8521 0.22 -0.29 -0.08
H 1.5672 2.7090 2.6333 0.04 0.55 -0.52
H 3.2220 3.0141 4.3301 1.16 0.93 0.22
H 3.4790 1.3869 6.2298 -0.22 -0.32 -0.46
H 1.8449 -0.6537 6.3442 0.04 1.26 -0.83
H 0.2515 -0.8854 4.6039 -0.54 0.19 -0.44
```
Forces are in eV/Å.

Values from the calculation:
Multiplicity   1
Net charge   +3
Frontier orbital gap (spin up / spin down)   5.6 / 5.6 eV
Total energy   -263243.587 eV